C52H45BrF9N4O5PRuSi as an isolated structure at a distorted geometry, computed with wB97M-V/def2-TZVPD.

Geometry as XYZ:
```
119
Properties=species:S:1:pos:R:3:forces:R:3
C -6.028 -2.180 0.577 0.05 0.03 -0.06
F -4.461 6.423 1.210 0.03 -0.06 -0.04
C 3.356 0.679 3.413 -0.88 -0.47 -1.16
H 0.108 -2.408 -3.741 0.03 0.01 0.02
F -7.093 -4.261 0.897 0.03 0.08 0.01
H 3.993 1.478 7.137 -0.07 0.00 0.01
C -2.045 -0.410 -2.028 0.25 0.03 0.12
C 1.399 4.162 -0.358 -0.21 0.07 0.20
C -3.798 -2.058 -0.284 0.01 0.01 -0.07
C -0.596 2.690 -3.929 0.05 0.01 0.06
H 1.198 -5.185 3.049 0.04 -0.14 -0.01
H 0.969 5.037 -0.826 0.06 0.03 -0.01
C 0.586 2.288 -3.315 0.03 0.01 0.05
N -0.471 -1.960 1.088 0.45 1.11 -0.82
C 7.702 -0.197 0.580 0.04 -0.04 -0.02
H -3.961 0.213 -2.776 -0.04 -0.08 -0.03
C 0.516 1.524 -2.038 -0.39 0.28 -0.38
H -1.543 2.410 -3.491 -0.04 -0.01 0.04
H 3.147 4.136 -1.607 -0.01 0.02 -0.02
C 1.852 3.439 -5.003 0.07 -0.01 -0.10
C 3.801 1.253 6.095 -0.01 0.02 0.09
C -3.051 -0.333 -2.986 -0.09 0.06 0.15
H 4.829 -1.988 0.538 -0.01 -0.03 -0.08
O 2.255 -1.010 1.092 -1.97 0.11 -0.92
C 3.138 2.491 -0.239 0.00 0.23 -0.17
H -1.341 -5.327 3.047 -0.01 -0.05 -0.08
C -3.518 2.627 -1.257 0.03 -0.14 0.00
H -3.802 2.117 -2.166 0.07 0.09 -0.04
C -3.718 -0.715 0.096 0.40 -0.27 0.73
C 6.845 -1.266 0.369 0.00 -0.16 0.07
H -1.477 3.741 -5.584 0.00 0.05 0.03
C 1.288 2.421 1.307 -0.37 -0.38 -0.06
H -4.261 4.521 -1.934 -0.01 -0.01 0.01
P -2.206 0.252 -0.318 0.21 0.70 -0.72
H 2.726 2.298 -3.409 0.01 0.00 0.01
H 4.009 -0.870 6.352 0.00 0.05 0.06
H 4.076 2.089 -0.602 -0.03 -0.02 -0.05
C 7.211 0.992 1.104 -0.07 0.08 0.12
C 0.665 3.838 -5.597 -0.03 0.07 -0.07
C -1.798 -1.751 -4.453 0.10 -0.12 0.07
H -0.295 -2.723 0.447 -0.04 0.04 -0.16
H -5.034 -3.812 -0.391 0.04 -0.01 -0.01
C 0.592 -5.239 2.146 -0.41 0.00 -0.07
H 7.877 1.825 1.288 0.03 -0.02 -0.04
C 0.135 -0.893 3.222 0.52 -1.59 0.02
Ru 0.296 0.282 0.450 -0.24 -2.48 1.90
C 1.810 2.640 -3.872 -0.06 -0.09 0.02
C -0.788 -4.618 2.428 0.27 0.04 0.16
H -0.155 4.009 1.095 -0.03 0.01 0.00
F -1.232 -3.822 -5.393 -0.11 0.15 -0.06
O 0.598 -0.958 4.338 -0.44 0.35 0.01
F -0.705 -2.060 -6.524 -0.07 0.06 0.04
C -3.793 3.979 -1.125 -0.03 0.07 -0.01
C 0.753 3.572 0.707 0.08 0.20 -0.10
O -0.481 1.740 -1.284 0.28 0.11 0.18
F -2.471 6.738 0.424 -0.08 -0.06 -0.01
C 2.612 3.639 -0.807 0.18 -0.16 0.11
H 2.795 3.747 -5.431 0.02 -0.01 0.02
H -2.645 4.475 2.022 0.06 -0.03 0.00
C 4.992 0.048 1.191 -1.00 -0.22 -0.57
H -3.720 -0.942 -4.933 -0.02 -0.01 0.02
C 3.602 -0.348 4.316 0.03 0.27 0.41
H 1.915 -3.763 1.438 0.14 -0.07 -0.19
C 0.081 -2.225 2.419 0.10 0.60 0.65
C -0.776 -1.826 -3.517 -0.10 0.06 -0.03
C -0.902 -1.161 -2.312 -0.15 -0.01 0.03
C -0.711 -3.282 3.174 -0.15 -0.11 -0.27
H -4.724 0.889 1.105 -0.06 0.00 0.04
F -8.048 -2.834 -0.417 0.05 0.02 0.07
H -6.782 -0.413 1.522 0.01 0.02 0.00
H 8.754 -0.292 0.346 0.00 0.01 -0.02
C -4.786 -0.141 0.783 0.11 0.07 -0.09
N 1.794 -3.691 -0.972 -0.05 -0.09 -0.06
H 3.625 -1.378 3.976 -0.03 -0.05 0.03
F -8.069 -2.513 1.723 0.06 0.03 -0.02
H 3.179 2.820 3.165 -0.05 -0.02 -0.01
C -1.643 -2.564 -5.708 0.17 -0.25 -0.08
H -0.107 -1.223 -1.581 0.05 -0.04 -0.09
C 1.209 -4.615 -0.202 0.22 0.18 -0.16
Si 3.131 0.224 1.556 2.54 1.72 1.76
F -2.776 -2.679 -6.401 -0.02 0.07 0.03
H -0.263 -3.413 4.160 0.05 0.03 -0.02
C -2.553 2.615 0.950 -0.09 -0.08 -0.01
H 1.787 -3.775 -1.973 0.03 -0.02 0.00
C -0.564 3.449 -5.086 0.03 0.00 -0.06
H 0.397 -5.654 -1.762 -0.01 0.03 0.00
H -1.728 -2.912 3.336 -0.01 -0.02 0.06
H 2.309 -2.918 -0.569 -0.03 0.19 0.18
F -4.167 6.682 -0.920 -0.01 -0.08 0.03
H 0.870 2.066 2.248 0.04 0.05 -0.04
C -2.867 3.953 1.099 -0.09 0.07 -0.01
C 3.817 -0.062 5.657 0.14 -0.23 -0.16
C -7.315 -2.948 0.707 -0.20 -0.14 -0.01
C 2.482 1.850 0.813 -0.10 -0.41 -0.09
H -2.971 -2.526 -0.806 -0.01 -0.02 -0.05
N 0.451 -5.559 -0.763 -0.09 -0.10 0.06
H 3.527 3.309 5.538 0.06 -0.02 0.05
C 3.554 2.281 5.199 0.11 0.16 -0.14
C -4.953 -2.784 -0.063 -0.05 0.02 0.12
H -2.052 2.078 1.751 0.03 0.06 0.02
C 3.348 1.999 3.853 -0.03 -0.14 0.44
H -1.477 -1.839 1.168 0.00 -0.10 0.01
C -3.447 4.641 0.042 0.02 -0.09 -0.02
H 0.082 -6.311 -0.206 0.02 -0.02 -0.01
H 1.135 -2.484 2.348 -0.23 0.15 -0.13
Br 0.724 4.954 -7.125 -0.01 -0.10 0.07
H -1.356 -4.503 1.498 0.03 -0.11 -0.02
H 7.226 -2.192 -0.044 0.04 0.00 0.04
C -5.943 -0.868 1.013 -0.05 -0.09 0.01
O -0.317 0.126 2.592 0.08 1.53 -1.83
H 0.483 -6.293 1.882 0.15 -0.01 0.02
O 1.376 0.685 -1.720 -0.01 -0.97 0.88
N 1.376 -4.553 1.107 0.01 0.18 0.28
C 5.862 1.114 1.408 0.25 -0.06 -0.11
C 5.498 -1.148 0.690 0.23 0.21 -0.13
C -2.929 -0.996 -4.197 0.00 0.02 -0.09
C -2.857 1.954 -0.240 0.21 -0.05 0.21
C -3.649 6.124 0.182 0.02 0.24 0.06
H 5.494 2.048 1.817 -0.02 0.00 0.02
```
Positions in Å, forces in eV/Å.

Results
Net charge ... +1
Gap between HOMO and LUMO (alpha / beta) ... 5.6005 / 6.0372 eV
Strongest force on any atom ... 0.069 Eh/bohr
HOMO (alpha / beta) ... -10.19 / -10.19 eV
Multiplicity ... 2

Löwdin atomic charge list, values in e, 5 entries:
1 C -0.104
2 F 0.153
3 C -0.232
4 H 0.121
5 F 0.142

---

C14H11Cl3F6NO4S7SeSiV as an isolated structure at a distorted geometry, computed with wB97M-V/def2-TZVPD.

Geometry as XYZ:
```
49
Properties=species:S:1:pos:R:3:forces:R:3
C -7.253 -0.581 0.191 -0.06 -0.03 -0.01
F 0.453 5.505 -0.238 -0.11 -0.03 -0.09
H -9.349 -0.331 -0.250 0.01 0.00 0.01
C -5.572 1.036 -0.508 -0.18 -0.07 -0.06
H -6.488 -2.249 1.301 0.01 0.02 -0.04
C 2.848 0.033 4.625 0.19 -0.04 0.28
C -4.556 0.235 0.037 -0.24 -0.20 -0.05
S 1.178 -0.330 4.643 -0.25 -0.05 0.08
O 3.625 4.420 -0.957 -0.13 -0.04 0.24
Cl 1.339 -3.289 -0.997 -0.16 0.13 0.01
S 3.786 0.141 6.005 -0.13 0.01 -0.17
H -4.689 2.184 -2.106 0.00 -0.01 0.03
H -8.801 -2.008 -0.295 0.00 0.01 0.00
C -8.686 -1.055 0.228 0.07 0.04 0.02
F -1.736 4.076 -1.217 -0.11 0.15 0.02
H -9.035 -1.205 1.253 0.01 0.00 -0.01
C 0.900 -0.306 2.923 -0.32 -0.17 -0.05
H -3.163 -2.190 0.684 -0.02 0.02 0.05
S 0.270 2.360 -0.995 0.35 0.72 -0.13
C -0.907 3.432 -2.024 0.17 -0.21 0.20
F 2.318 6.414 0.334 0.13 0.17 0.04
C -6.899 0.607 -0.427 0.10 0.07 0.00
H -7.673 1.228 -0.870 0.02 -0.01 0.00
S -0.660 -0.722 2.254 0.10 -0.08 0.61
S 2.561 3.838 -0.191 0.05 -0.40 -0.36
H -6.203 2.855 -1.455 0.02 -0.01 0.00
Si -0.471 -2.164 -1.037 0.16 -0.86 -0.88
O -0.223 2.333 0.390 0.22 -0.24 -1.15
C -5.274 2.343 -1.196 0.01 -0.10 0.00
O 0.157 1.057 -1.682 0.09 0.94 0.48
C -3.863 -1.772 1.407 0.01 0.03 -0.07
F 1.274 5.136 1.721 -0.09 0.03 0.16
H -3.277 -1.165 2.097 -0.06 0.02 0.03
O 2.840 3.098 0.999 0.01 0.11 -0.22
C -6.239 -1.330 0.775 0.04 0.01 0.06
Cl -1.809 -3.806 -0.807 -0.02 0.20 0.09
Se -2.781 0.843 -0.189 -0.37 0.40 -0.19
H -4.668 2.990 -0.560 -0.02 0.01 0.01
H -4.316 -2.597 1.960 -0.01 0.01 -0.02
Cl -0.677 -1.827 -3.139 0.01 -0.03 0.21
F -0.218 4.322 -2.739 -0.09 0.07 0.00
S 1.948 -0.041 0.421 0.02 -0.14 0.44
V -0.455 0.004 0.121 0.64 -0.09 0.86
C 1.583 5.307 0.444 -0.01 -0.11 -0.10
S 3.446 0.271 3.043 0.24 0.10 -0.21
C 1.976 -0.027 2.158 0.09 0.02 -0.43
C -4.905 -0.941 0.723 -0.04 -0.05 0.06
N 1.606 3.112 -1.250 -0.22 -0.25 0.34
F -1.596 2.681 -2.864 -0.13 -0.07 -0.09
```
Positions in Å, forces in eV/Å.

Results
Net charge ... -2
Gap between HOMO and LUMO (alpha / beta) ... 6.2981 / 6.5418 eV
Strongest force on any atom ... 0.024 Eh/bohr
HOMO (alpha / beta) ... -2.27 / -2.40 eV
Multiplicity ... 3

Löwdin atomic charge list, values in e, 5 entries:
1 C -0.296
2 F 0.124
3 H 0.062
4 C -0.311
5 H 0.109

---

C26H36IrN3PSi as an isolated structure at a distorted geometry, computed with wB97M-V/def2-TZVPD.

Geometry as XYZ:
```
68
Properties=species:S:1:pos:R:3:forces:R:3
H -4.966 -1.640 3.778 0.01 0.00 0.00
H 4.030 -1.935 -2.417 0.00 -0.01 0.01
C 1.006 -2.552 0.952 -0.03 0.09 -0.31
H 2.551 -1.200 -3.037 0.01 -0.01 -0.01
H -2.500 2.227 -1.192 -0.01 0.00 0.01
N 1.613 0.697 -1.018 0.75 -0.01 0.72
H 5.625 -0.070 -2.676 0.00 0.00 0.00
C 0.098 -1.570 0.561 0.19 0.06 0.56
H 5.548 2.489 -0.521 -0.01 0.02 0.01
C -2.464 -0.409 -4.013 -0.03 0.02 -0.02
H -1.363 0.788 3.939 -0.01 0.00 -0.02
C -0.305 0.526 3.966 0.04 0.14 0.10
H 4.309 0.540 -3.698 0.01 -0.02 0.00
Si 0.628 1.270 2.530 -0.33 -0.47 0.17
C 4.724 0.542 -2.686 0.07 -0.02 0.07
C -2.495 1.485 -1.983 -0.03 0.00 0.00
C -4.920 -1.454 2.714 -0.03 -0.01 0.00
H -2.515 -3.512 -0.448 0.02 -0.01 -0.04
C 0.171 3.089 2.303 0.07 0.01 0.09
H -6.972 -1.982 2.375 0.00 0.01 0.01
H 3.000 0.766 1.875 0.01 0.00 -0.04
H 2.642 -1.741 -1.339 0.00 0.01 -0.01
C -3.739 -1.020 2.138 0.01 0.02 0.05
N 3.741 0.005 -1.744 -0.16 0.01 -0.18
H -0.213 -0.561 3.973 0.02 -0.01 -0.02
H 1.799 3.049 -0.453 0.01 0.00 -0.02
H -2.173 -1.860 -2.464 0.02 0.00 0.01
C 2.468 0.986 2.801 0.04 0.07 0.08
H -2.793 2.928 -3.537 0.01 0.00 0.00
H 1.327 -4.664 1.055 0.00 0.00 0.01
C -1.517 -3.249 -0.115 -0.02 0.09 0.02
H 4.940 2.139 1.102 0.00 -0.01 0.00
H 2.617 0.142 3.478 -0.01 -0.02 -0.02
H -2.456 -1.148 -4.804 0.01 0.00 -0.01
C -2.655 1.882 -3.301 0.01 0.01 0.00
Ir 0.138 0.389 0.479 -0.79 0.67 -1.96
C -2.636 0.935 -4.316 0.00 -0.03 0.00
C -2.310 -0.811 -2.695 0.00 0.00 0.01
C 0.640 -3.879 0.765 0.02 -0.07 0.00
H 0.110 0.902 4.906 -0.05 -0.02 0.02
C -6.049 -1.644 1.924 0.01 0.01 -0.01
H -6.877 -1.532 -0.051 0.00 0.00 0.00
H 5.286 0.808 -0.013 0.00 0.00 -0.01
H 1.329 0.047 -1.743 -0.04 0.02 -0.02
C -4.813 -0.964 -0.022 0.01 0.06 -0.04
H -4.777 -0.762 -1.086 0.01 -0.01 0.00
C 2.786 3.061 -0.003 0.00 0.05 -0.09
C 4.906 1.823 0.058 -0.01 0.00 -0.01
H -0.861 -5.274 0.125 0.01 0.00 -0.01
H 3.324 3.945 -0.352 0.01 0.00 0.02
H 2.690 3.122 1.080 -0.02 -0.02 0.05
C -2.328 0.135 -1.672 -0.10 0.13 0.02
C -3.681 -0.785 0.766 -0.07 0.25 0.11
C -1.147 -1.920 0.061 -0.51 -0.23 -0.05
P -2.083 -0.344 0.053 0.94 -0.61 0.72
N 3.523 1.873 -0.395 -0.07 -0.04 -0.03
H 1.967 -2.293 1.378 0.00 -0.01 0.03
H 0.068 3.421 1.268 0.02 -0.05 -0.03
H -0.778 3.287 2.804 -0.01 0.00 -0.01
H 2.936 1.863 3.259 0.01 -0.02 0.02
C 2.930 0.859 -1.051 0.00 -0.03 -0.01
H -2.859 -0.863 2.753 0.01 -0.02 -0.02
C -0.600 -4.229 0.229 0.03 -0.02 0.03
H 4.990 1.561 -2.430 -0.01 0.02 -0.01
C -5.996 -1.394 0.562 0.01 -0.02 0.01
H 0.938 3.717 2.767 -0.05 0.03 0.00
H -2.755 1.245 -5.346 -0.01 0.00 0.00
C 3.198 -1.283 -2.156 0.02 -0.01 0.04
```
Positions in Å, forces in eV/Å.

Results
Net charge ... +1
Gap between HOMO and LUMO (alpha / beta) ... 7.3775 / 7.3780 eV
Strongest force on any atom ... 0.043 Eh/bohr
HOMO (alpha / beta) ... -10.33 / -10.33 eV

Löwdin atomic charge list, values in e, 5 entries:
1 H 0.111
2 H 0.099
3 C -0.097
4 H 0.099
5 H 0.105

---

Q: Among the records above, which one has the lowest strongest force on any atom?
A: C14H11Cl3F6NO4S7SeSiV